Record 1
ORCA calculation (ωB97M-V/def2-TZVPD) on C31H23N4O2Re as an isolated structure.

Each line ends with the Löwdin charge.
Atoms and positions in Å:
Re: 0.52 0.27 0.02  1.6817
O: -2.90 1.33 -2.73  0.0995
C: -3.19 2.52 -2.17  -0.2311
C: -4.25 3.22 -2.74  0.0125
C: -4.62 4.44 -2.24  -0.0250
C: -3.96 5.01 -1.15  -0.0555
C: -2.92 4.34 -0.57  -0.0125
C: -2.51 3.07 -1.06  -0.0799
C: -1.43 2.41 -0.39  -0.3251
O: -0.96 1.25 -0.89  -0.2200
N: -0.85 2.91 0.68  0.1052
N: 0.16 2.11 1.05  -0.1220
C: 0.92 2.45 2.03  0.0052
C: 1.97 1.51 2.39  -0.2292
C: 2.80 1.67 3.48  0.0353
C: 3.72 0.67 3.78  0.0070
C: 3.76 -0.46 2.97  0.0034
C: 2.91 -0.55 1.88  -0.0982
N: 2.05 0.43 1.58  -0.0623
H: -2.12 0.94 -2.30  0.0676
H: -4.75 2.77 -3.59  0.1319
H: -5.45 4.97 -2.70  0.1226
H: -4.26 5.98 -0.77  0.1154
H: -2.39 4.75 0.27  0.1149
H: 0.75 3.38 2.56  0.1557
H: 2.72 2.55 4.09  0.1377
H: 4.37 0.76 4.63  0.1340
H: 4.45 -1.27 3.17  0.1295
H: 2.93 -1.40 1.22  0.1245
C: 4.48 0.16 -1.83  -0.0146
C: 4.38 -0.84 -2.79  0.0094
C: 3.20 -1.54 -2.92  0.0378
C: 2.13 -1.25 -2.09  -0.1852
N: 2.26 -0.33 -1.10  -0.0469
C: 3.41 0.38 -1.00  -0.1057
C: 0.79 -1.78 -2.22  -0.1852
C: 0.42 -2.78 -3.12  0.0012
C: -0.91 -3.15 -3.22  -0.0370
C: -1.87 -2.52 -2.43  -0.0296
C: -1.50 -1.54 -1.53  -0.0965
C: -0.17 -1.15 -1.42  -0.2011
H: 5.38 0.76 -1.72  0.1270
H: 5.22 -1.05 -3.45  0.1337
H: 3.08 -2.28 -3.69  0.1263
H: 3.47 1.13 -0.23  0.1158
H: 1.15 -3.28 -3.73  0.1182
H: -1.21 -3.93 -3.91  0.1214
H: -2.91 -2.80 -2.52  0.1229
H: -2.26 -1.06 -0.92  0.1135
C: -0.19 -0.91 1.08  -0.1046
C: -0.76 -1.85 1.94  -0.2693
C: -1.92 -1.51 2.67  -0.0033
C: -2.49 -2.44 3.52  -0.0340
C: -1.91 -3.70 3.64  -0.0130
C: -0.78 -4.05 2.92  -0.0367
C: -0.20 -3.13 2.07  -0.0079
H: -2.35 -0.52 2.55  0.1267
H: -3.37 -2.18 4.08  0.1235
H: -2.37 -4.42 4.31  0.1260
H: -0.35 -5.04 3.02  0.1223
H: 0.68 -3.40 1.49  0.1220

The calculation puts the total energy at -1642.373970 Eh. As for the frontier orbital gap: 5.7 eV. Its largest force on an atom is 0.37 eV Å⁻¹. As for the net charge: +2.

---

Record 2
ORCA calculation (ωB97M-V/def2-TZVPD) on a 2-piece molecular cluster, C4H12N2S overall at a distorted geometry.

Each line ends with the Löwdin charge.
Atoms and positions in Å:
C: -1.67 -1.49 -1.56  -0.0639
C: -0.69 -1.45 -0.61  -0.1089
N: 0.55 -2.05 -0.72  0.1522
N: -2.93 -0.86 -1.34  0.0670
H: -1.50 -1.79 -2.59  0.1442
H: -0.99 -1.09 0.37  0.1418
H: 0.84 -2.51 0.13  0.1244
H: 1.30 -1.42 -1.01  0.1248
H: -3.65 -1.48 -1.72  0.1059
H: -2.94 -0.04 -1.95  0.1159
C: 1.40 1.70 2.29  -0.1854
C: 1.61 1.42 0.82  -0.5730
S: 0.22 2.17 -0.12  0.7801
H: 0.51 1.22 2.70  0.0729
H: 1.31 2.75 2.55  0.0802
H: 2.22 1.33 2.91  0.0830
H: 2.53 1.89 0.49  0.0772
H: 1.61 0.37 0.55  0.0343
H: 0.27 1.34 -1.17  -0.1725

The calculation puts the total energy at -666.937140 Eh. As for the frontier orbital gap (alpha / beta): 9.4 / 4.1 eV. Its largest force on an atom is 2.42 eV Å⁻¹. As for the net charge: +1. Its spin multiplicity is 2.

---

Record 3
ORCA calculation (ωB97M-V/def2-TZVPD) on C4H8O3 in the gas phase.

Each line ends with the Löwdin charge.
Atoms and positions in Å:
C: -1.08 0.70 -1.32  -0.0363
C: -0.62 -0.40 -0.38  -0.4027
O: 0.32 -1.20 -1.08  -0.0223
C: 0.01 0.10 0.92  -0.3262
O: 0.01 -0.95 1.85  -0.0095
C: 1.45 0.51 0.64  -0.1720
O: 2.37 -0.03 1.22  0.0691
H: -1.41 0.26 -2.26  0.0878
H: -1.92 1.24 -0.88  0.0874
H: -0.28 1.41 -1.54  0.0795
H: -1.49 -1.01 -0.09  0.1510
H: 0.63 -1.87 -0.45  0.1046
H: -0.54 0.97 1.30  0.1617
H: 0.92 -1.02 2.18  0.0902
H: 1.63 1.30 -0.11  0.1377

The calculation puts the total energy at -382.915427 Eh. The SMILES is C[C@@H](O)[C@@H](O)C=O. As for the frontier orbital gap: 11.2 eV. Its largest force on an atom is 0.53 eV Å⁻¹.

---

Record 4
ORCA calculation (ωB97M-V/def2-TZVPD) on C2H5Cl2ISi in the gas phase at a distorted geometry.

Each line ends with the Löwdin charge.
Atoms and positions in Å:
C: -0.02 0.12 0.85  -0.3262
C: 0.11 -1.40 -0.05  -0.7447
Si: 0.10 1.49 -0.43  -0.2018
Cl: -0.24 3.33 0.43  0.2646
Cl: -1.40 1.07 -1.78  0.2773
I: 0.22 -3.13 1.14  0.7484
H: 0.78 -0.04 1.53  0.0328
H: -1.02 0.02 1.11  0.0212
H: -0.70 -1.52 -0.64  -0.0678
H: 0.92 -1.48 -0.84  0.0442
H: 1.25 1.55 -1.32  -0.0481

The calculation puts the total energy at -1586.843305 Eh. The SMILES is Cl[SiH](Cl)CCI. As for the frontier orbital gap: 10.0 eV. Its largest force on an atom is 5.51 eV Å⁻¹.

---

Record 5
ORCA calculation (ωB97M-V/def2-TZVPD) on C53H52AlAsBrN4O4PSSi as an isolated structure.

Each line ends with the Löwdin charge.
Atoms and positions in Å:
Al: 0.18 -0.48 -0.06  -0.2338
Br: 0.08 1.75 0.96  0.3688
O: 1.03 -3.26 -2.24  -0.0513
N: -0.04 -3.13 -1.70  -0.0925
O: -0.22 -1.95 -1.14  -0.2667
C: -4.91 -2.57 2.28  -0.1045
C: -4.22 -2.99 1.16  -0.1086
C: -2.86 -2.74 1.05  -0.1308
C: -2.15 -2.09 2.07  -0.2695
C: -2.87 -1.67 3.19  -0.0778
C: -4.24 -1.90 3.29  -0.0842
Si: -0.28 -1.90 1.91  0.6954
C: 0.37 -3.66 1.58  -0.2849
C: -0.40 -4.80 1.79  -0.0835
C: 0.11 -6.08 1.58  -0.0816
C: 1.42 -6.24 1.16  -0.0934
C: 2.21 -5.12 0.95  -0.0861
C: 1.69 -3.85 1.16  -0.1347
C: 0.36 -1.41 3.63  -0.2840
C: 1.08 -2.30 4.43  -0.0845
C: 1.53 -1.93 5.69  -0.0910
C: 1.26 -0.67 6.19  -0.1072
C: 0.54 0.23 5.42  -0.1020
C: 0.10 -0.14 4.15  -0.1423
H: -5.98 -2.76 2.36  0.0994
H: -4.73 -3.52 0.36  0.1057
H: -2.32 -3.09 0.17  0.0981
H: -2.36 -1.17 4.00  0.0909
H: -4.78 -1.56 4.17  0.0991
H: -1.43 -4.71 2.13  0.0981
H: -0.51 -6.94 1.75  0.1001
H: 1.82 -7.23 0.99  0.0979
H: 3.24 -5.23 0.62  0.0993
H: 2.32 -2.99 0.99  0.0242
H: 1.30 -3.29 4.06  0.1007
H: 2.10 -2.64 6.28  0.1038
H: 1.61 -0.39 7.18  0.0975
H: 0.31 1.22 5.80  0.0984
H: -0.46 0.58 3.56  0.0574
N: 4.48 -1.87 -2.46  0.0323
C: 3.52 -1.66 -1.38  -0.1651
C: 2.74 -0.40 -1.66  -0.4371
O: 3.15 0.31 -2.67  0.1660
O: 1.77 -0.04 -1.01  0.0026
H: 4.15 -2.58 -3.10  0.0999
H: 5.38 -2.15 -2.12  0.0947
H: 3.94 -0.19 -3.02  0.1198
H: 4.03 -1.49 -0.43  0.0489
H: 2.81 -2.47 -1.24  0.1002
N: 2.97 1.51 2.94  0.0975
C: 3.57 0.31 3.08  -0.8007
S: 3.46 -0.82 1.85  0.7574
N: 4.20 0.15 4.27  0.0769
C: 4.83 -0.95 4.88  -0.2419
C: 5.18 -0.78 6.22  -0.0427
C: 5.79 -1.80 6.93  -0.0899
C: 6.06 -3.01 6.31  -0.0979
C: 5.71 -3.18 4.98  -0.0786
C: 5.10 -2.16 4.26  -0.0479
H: 2.33 1.61 2.16  -0.0222
H: 2.79 2.09 3.74  0.1057
H: 4.11 0.94 4.90  0.1347
H: 4.96 0.16 6.71  0.1100
H: 6.05 -1.64 7.97  0.1026
H: 6.53 -3.81 6.86  0.0992
H: 5.91 -4.12 4.49  0.1044
H: 4.82 -2.32 3.22  0.0301
C: -0.98 2.33 -2.28  -0.4044
C: 0.34 2.38 -3.04  -0.4301
As: 0.64 4.00 -4.12  1.2981
C: -1.08 3.88 -5.04  -0.4197
C: -1.11 3.05 -6.16  -0.1329
C: -2.30 2.80 -6.83  -0.0949
C: -3.47 3.39 -6.39  -0.0945
C: -3.46 4.22 -5.29  -0.0827
C: -2.27 4.47 -4.61  -0.1215
C: 0.27 5.37 -2.78  -0.4210
C: -0.15 6.63 -3.19  -0.1394
C: -0.35 7.65 -2.27  -0.0896
C: -0.10 7.42 -0.92  -0.0928
C: 0.34 6.17 -0.51  -0.0801
C: 0.54 5.15 -1.43  -0.1188
P: -1.42 0.64 -1.74  1.0472
C: -3.05 0.86 -0.95  -0.3465
C: -3.41 2.05 -0.33  -0.0921
C: -4.63 2.16 0.31  -0.0741
C: -5.50 1.08 0.35  -0.0758
C: -5.14 -0.11 -0.25  -0.0785
C: -3.92 -0.23 -0.89  -0.0983
C: -1.77 -0.14 -3.35  -0.3279
C: -0.76 -0.86 -3.97  -0.1021
C: -0.95 -1.40 -5.24  -0.0672
C: -2.16 -1.21 -5.89  -0.0817
C: -3.17 -0.49 -5.28  -0.0810
C: -2.98 0.05 -4.02  -0.0772
H: -1.82 2.68 -2.90  0.0764
H: -0.92 2.95 -1.39  0.0122
H: 0.41 1.57 -3.78  0.0498
H: 1.19 2.26 -2.36  0.0485
H: -0.19 2.59 -6.51  0.0923
H: -2.30 2.14 -7.69  0.1024
H: -4.40 3.20 -6.91  0.1007
H: -4.37 4.68 -4.94  0.1025
H: -2.27 5.11 -3.73  0.0968
H: -0.34 6.82 -4.25  0.1011
H: -0.68 8.62 -2.60  0.1014
H: -0.26 8.21 -0.20  0.0998
H: 0.54 5.98 0.54  0.1031
H: 0.89 4.19 -1.08  0.0732
H: -2.74 2.90 -0.34  0.0887
H: -4.89 3.09 0.80  0.1039
H: -6.45 1.17 0.86  0.1034
H: -5.81 -0.96 -0.21  0.1019
H: -3.64 -1.17 -1.35  0.1124
H: 0.18 -1.03 -3.46  0.0854
H: -0.16 -1.96 -5.71  0.1062
H: -2.31 -1.64 -6.88  0.1027
H: -4.12 -0.33 -5.79  0.1053
H: -3.78 0.62 -3.55  0.1103

The calculation puts the total energy at -8652.234244 Eh. As for the frontier orbital gap: 7.8 eV. Its largest force on an atom is 0.62 eV Å⁻¹.

---

Record 6
ORCA calculation (ωB97M-V/def2-TZVPD) on C5H4O3 as an isolated structure at a distorted geometry.

Each line ends with the Löwdin charge.
Atoms and positions in Å:
C: 1.16 0.03 0.10  -0.4180
C: -0.83 -0.95 -0.13  -0.2684
C: 0.03 0.66 0.75  -0.2326
C: -0.87 1.35 -0.31  0.0788
C: -1.52 0.22 -0.85  0.0671
H: -1.40 -1.96 -0.17  0.1915
H: 0.26 1.23 1.68  0.1787
H: -1.03 2.42 -0.41  0.1156
H: -2.19 0.18 -1.61  0.0709
O: 2.22 0.36 -0.33  0.1597
O: 0.60 -1.11 -0.48  0.0678
O: -0.75 -0.47 1.21  -0.0110

The calculation puts the total energy at -418.564023 Eh. As for the frontier orbital gap: 10.5 eV. Its largest force on an atom is 6.22 eV Å⁻¹.

---

Record 7
ORCA calculation (ωB97M-V/def2-TZVPD) on C27H26F6N4NiOSSb as an isolated structure at a distorted geometry.

Each line ends with the Löwdin charge.
Atoms and positions in Å:
Ni: -0.08 0.00 -0.01  0.2944
O: -1.72 -1.17 -0.02  -0.2001
N: -2.66 -0.69 -0.84  -0.1926
C: -3.46 -1.59 -1.44  -0.0541
C: -4.55 -1.20 -2.18  -0.0929
C: -4.79 0.17 -2.32  -0.0917
C: -3.94 1.07 -1.74  -0.1070
C: -2.83 0.66 -0.98  -0.6649
S: -1.74 1.75 -0.23  0.6979
H: -3.17 -2.61 -1.29  0.1317
H: -5.17 -1.94 -2.65  0.0970
H: -5.64 0.51 -2.91  0.0993
H: -4.08 2.14 -1.87  0.0988
C: 4.26 2.18 1.93  -0.0210
C: 5.23 1.07 2.22  -0.2050
C: 6.30 1.29 3.09  -0.0511
C: 7.26 0.32 3.32  -0.0958
C: 7.16 -0.91 2.69  -0.0954
C: 6.10 -1.16 1.84  -0.0222
C: 5.13 -0.19 1.61  -0.2097
N: 4.09 -0.50 0.69  0.1393
C: 2.75 -0.23 0.89  -0.3615
N: 2.38 -0.26 2.18  0.1412
C: 1.07 -0.18 2.72  -0.1877
C: -0.05 0.00 1.91  -0.1102
C: -1.27 0.08 2.59  -0.1230
C: -1.37 -0.02 3.97  -0.0995
C: -0.22 -0.21 4.73  -0.0833
C: 1.01 -0.29 4.12  -0.2349
C: 2.26 -0.53 4.94  -0.0583
N: 1.93 -0.04 -0.10  0.1009
C: 2.56 -0.04 -1.39  -0.2682
C: 3.11 1.15 -1.87  -0.0256
C: 3.70 1.18 -3.12  -0.0955
C: 3.75 0.03 -3.89  -0.1014
C: 3.20 -1.15 -3.40  -0.0621
C: 2.61 -1.21 -2.14  -0.2490
C: 1.98 -2.48 -1.63  -0.0400
H: 4.71 3.14 2.18  0.0800
H: 3.33 2.09 2.50  0.0850
H: 3.99 2.19 0.87  0.0718
H: 6.39 2.26 3.56  0.1088
H: 8.09 0.53 3.98  0.0975
H: 7.91 -1.68 2.85  0.0985
H: 6.00 -2.11 1.34  0.1136
H: 4.35 -0.72 -0.26  0.1425
H: 3.11 -0.47 2.83  0.1053
H: -2.18 0.22 2.02  0.0612
H: -2.34 0.05 4.45  0.0926
H: -0.29 -0.30 5.81  0.0970
H: 2.00 -0.54 6.00  0.0717
H: 3.01 0.26 4.80  0.0736
H: 2.73 -1.49 4.70  0.0830
H: 3.01 2.05 -1.28  0.1131
H: 4.10 2.11 -3.51  0.1009
H: 4.17 0.05 -4.89  0.1003
H: 3.20 -2.04 -4.02  0.1113
H: 1.91 -3.21 -2.43  0.0741
H: 0.97 -2.28 -1.26  0.0688
H: 2.56 -2.90 -0.81  0.0797
F: -0.14 -0.06 -2.02  -0.3796
Sb: -0.44 -0.08 -4.09  1.4563
F: -2.13 -0.88 -3.89  -0.3352
F: -1.38 1.51 -3.72  -0.3520
F: -0.65 -0.22 -5.96  -0.3684
F: 0.98 1.09 -4.49  -0.3256
F: 0.26 -1.80 -3.90  -0.3223

The calculation puts the total energy at -4084.899874 Eh. As for the frontier orbital gap (alpha / beta): 6.4 / 6.4 eV. Its largest force on an atom is 2.40 eV Å⁻¹. As for the net charge: -1.

---

Record 8
ORCA calculation (ωB97M-V/def2-TZVPD) on C4H6O in the gas phase at a distorted geometry.

Each line ends with the Löwdin charge.
Atoms and positions in Å:
C: -1.09 0.01 0.09  -0.4396
C: -0.03 1.19 0.11  -0.0731
C: 1.03 0.00 -0.37  -0.1326
C: -0.06 -1.07 0.15  -0.1459
H: -0.38 2.06 -0.50  0.1015
H: 0.35 1.38 1.31  0.1712
H: 1.16 -0.13 -1.53  0.1285
H: 1.93 -0.11 0.27  0.0841
H: -0.57 -1.90 -0.54  0.1527
H: -0.03 -1.47 1.21  0.1249
O: -2.31 0.05 -0.22  0.0283

The calculation puts the total energy at -231.164615 Eh. The SMILES is O=C1CCC1. As for the frontier orbital gap: 10.3 eV. Its largest force on an atom is 4.36 eV Å⁻¹.